(1)
C34H47BN10OPbS6 | the ωB97M-V functional and the def2-TZVPD basis

Computed properties:
* Kohn-Sham gap (spin up / spin down): 0.210 / 0.150 Eh
* ΔE to the lowest compared entry with this formula, charge and spin: 11.280 eV

Geometry (Å):
Pb -0.053 0.097 0.014
C 2.629 -0.727 4.902
C 2.426 -1.704 3.787
C 2.619 -3.034 3.979
C 2.408 -3.954 2.919
N 2.036 -3.522 1.743
N 1.846 -2.225 1.515
B 1.350 -1.719 0.118
N 0.096 -2.638 -0.362
N 0.659 -3.788 -0.819
C -0.004 -4.798 -1.275
C -1.418 -4.752 -1.313
C -2.074 -3.631 -0.880
C -3.578 -3.620 -0.948
C -1.334 -2.528 -0.393
S -2.205 -1.225 0.047
C 0.760 -6.014 -1.766
C 2.269 -5.796 -1.626
C 0.443 -6.263 -3.247
C 0.362 -7.248 -0.945
N 2.491 -1.715 -0.932
N 3.662 -2.278 -0.602
C 4.612 -2.403 -1.476
C 4.438 -1.915 -2.811
C 3.278 -1.326 -3.187
C 3.087 -0.825 -4.584
C 2.246 -1.230 -2.203
S 0.803 -0.615 -2.428
C 5.888 -3.115 -1.073
C 5.829 -3.548 0.393
C 7.093 -2.184 -1.261
C 6.063 -4.371 -1.939
C 2.013 -1.285 2.492
S 1.684 0.214 2.061
C 2.574 -5.456 3.090
C 3.664 -5.957 2.137
C 2.968 -5.857 4.515
C 1.241 -6.132 2.747
H 2.941 -1.231 5.818
H 1.698 -0.190 5.103
H 3.401 -0.001 4.628
H 2.925 -3.374 4.959
H -1.981 -5.595 -1.691
H -3.967 -4.557 -1.348
H -3.926 -2.811 -1.595
H -3.999 -3.480 0.052
H 2.595 -4.932 -2.211
H 2.817 -6.677 -1.976
H 2.534 -5.619 -0.583
H 0.722 -5.393 -3.850
H -0.622 -6.459 -3.402
H 0.998 -7.131 -3.614
H 0.583 -7.098 0.114
H 0.915 -8.129 -1.287
H -0.706 -7.468 -1.040
H 5.235 -2.027 -3.536
H 3.979 -0.996 -5.190
H 2.877 0.248 -4.573
H 2.247 -1.341 -5.056
H 5.708 -2.684 1.052
H 6.748 -4.071 0.674
H 4.990 -4.224 0.556
H 6.983 -1.285 -0.647
H 7.202 -1.876 -2.306
H 8.016 -2.693 -0.968
H 5.211 -5.046 -1.812
H 6.972 -4.910 -1.656
H 6.141 -4.121 -3.002
H 4.623 -5.484 2.368
H 3.410 -5.730 1.103
H 3.785 -7.042 2.226
H 3.930 -5.417 4.799
H 3.066 -6.942 4.588
H 2.208 -5.543 5.238
H 0.940 -5.889 1.726
H 0.451 -5.792 3.424
H 1.325 -7.220 2.832
S -0.861 0.907 -2.286
C -0.722 2.589 -2.600
C -0.440 3.093 -3.901
N -0.213 3.526 -4.942
C -0.906 3.348 -1.462
S -1.219 2.354 -0.074
C -0.857 4.762 -1.368
N -0.813 5.913 -1.318
C -0.988 4.103 3.355
N 0.453 4.233 3.192
C 1.211 3.416 2.448
S 0.617 2.134 1.522
N 2.535 3.659 2.435
C 3.230 4.761 3.071
H -1.350 4.978 3.889
H -1.218 3.204 3.930
H -1.471 4.047 2.381
H 0.928 4.826 3.853
H 3.067 3.035 1.850
H 2.794 5.711 2.753
H 4.275 4.723 2.778
H 3.154 4.671 4.158
O -1.367 -0.505 1.328

=====

(2)
C36H41F10O36PS | the ωB97M-V functional and the def2-TZVPD basis

Computed properties:
* SMILES string: CP(O)[C@H]1OS(=O)(=O)O[C@@H]1C[C@H]1CO1.O=C1OC[C@@H](F)O1.O=C1OC[C@@H](F)O1.O=C1OC[C@@H](F)O1.O=C1OC[C@@H](F)O1.O=C1OC[C@@H](F)O1.O=C1OC[C@@H](F)O1.O=C1OC[C@@H](F)O1.O=C1OC[C@@H](F)O1.O=C1OC[C@@H](F)O1.O=C1OC[C@@H](F)O1
* Kohn-Sham gap: 0.290 Eh

Geometry (Å):
C -1.564 0.786 -4.070
P -1.040 -0.561 -2.763
O 0.566 -0.078 -2.293
C -2.318 -0.359 -1.359
O -3.421 -1.253 -1.796
S -4.478 -1.090 -0.427
O -5.498 -2.227 -0.178
O -5.376 0.125 -0.860
O -3.314 -0.786 0.827
C -1.973 -0.864 0.161
C -1.036 0.047 1.150
C -2.065 1.328 1.849
C -1.267 2.851 2.028
O -2.416 2.505 0.896
H -1.612 1.806 -3.453
H -2.672 0.547 -4.370
H -0.826 0.853 -4.976
H 1.097 -0.090 -3.166
H -2.496 0.797 -1.323
H -1.746 -2.014 0.265
H -0.667 -0.556 2.086
H -0.211 0.681 0.615
H -2.875 0.983 2.745
H -1.705 3.908 1.884
H -1.658 2.813 3.158
O 0.745 4.878 2.329
C 0.554 5.586 1.354
O 0.896 6.909 1.287
C 0.632 7.322 -0.039
C -0.387 6.333 -0.490
F -0.276 6.097 -1.816
O -0.032 5.157 0.201
H 1.557 7.275 -0.624
H 0.255 8.348 -0.061
H -1.418 6.607 -0.245
O -10.778 -1.742 2.039
C -10.183 -1.021 1.255
O -8.908 -0.565 1.449
C -8.544 0.119 0.267
C -9.866 0.493 -0.310
F -9.814 0.515 -1.661
O -10.709 -0.566 0.084
H -7.974 -0.556 -0.381
H -7.927 0.992 0.493
H -10.267 1.441 0.063
O -0.691 -2.502 3.114
C -1.247 -2.130 4.134
O -0.911 -2.555 5.390
C -1.693 -1.797 6.291
C -2.848 -1.381 5.445
F -3.319 -0.175 5.832
O -2.284 -1.246 4.160
H -1.107 -0.947 6.655
H -2.002 -2.403 7.147
H -3.666 -2.108 5.413
O -0.475 -3.533 -2.034
C 0.144 -3.890 -1.045
O 1.078 -3.122 -0.406
C 1.458 -3.837 0.753
C 1.120 -5.243 0.390
F 0.752 -5.948 1.484
O -0.005 -5.106 -0.448
H 0.883 -3.471 1.610
H 2.523 -3.707 0.963
H 1.915 -5.772 -0.145
O 5.209 -4.411 -0.131
C 5.316 -5.503 -0.664
O 4.299 -6.137 -1.323
C 4.861 -7.298 -1.901
C 6.056 -7.540 -1.043
F 7.055 -8.107 -1.757
O 6.460 -6.243 -0.668
H 5.123 -7.094 -2.944
H 4.154 -8.132 -1.873
H 5.853 -8.136 -0.147
O -2.336 9.369 -4.026
C -2.230 8.277 -4.559
O -3.246 7.642 -5.218
C -2.684 6.481 -5.796
C -1.489 6.240 -4.938
F -0.490 5.673 -5.652
O -1.085 7.537 -4.563
H -2.423 6.685 -6.839
H -3.391 5.648 -5.768
H -1.693 5.644 -4.042
O 5.531 2.190 0.932
C 4.770 1.769 0.077
O 3.681 0.984 0.338
C 2.998 0.826 -0.889
C 4.073 1.072 -1.891
F 3.569 1.634 -3.012
O 4.905 2.016 -1.256
H 2.186 1.558 -0.950
H 2.572 -0.178 -0.974
H 4.657 0.182 -2.151
O -1.346 -6.470 -7.334
C -1.903 -6.098 -6.314
O -1.567 -6.524 -5.058
C -2.349 -5.766 -4.157
C -3.504 -5.349 -5.003
F -3.975 -4.143 -4.616
O -2.939 -5.214 -6.288
H -1.762 -4.916 -3.793
H -2.658 -6.371 -3.301
H -4.322 -6.077 -5.035
O 2.466 7.829 7.855
C 2.414 7.730 6.640
O 2.753 6.601 5.947
C 2.429 6.850 4.594
C 2.449 8.339 4.526
F 1.556 8.792 3.617
O 2.017 8.733 5.808
H 1.442 6.429 4.374
H 3.162 6.393 3.924
H 3.437 8.766 4.323
O 6.258 -5.127 4.254
C 7.216 -4.850 3.550
O 7.803 -3.616 3.505
C 8.944 -3.746 2.681
C 8.606 -4.934 1.846
F 9.720 -5.626 1.518
O 7.825 -5.731 2.708
H 9.828 -3.906 3.308
H 9.098 -2.846 2.080
H 8.033 -4.699 0.943

=====

(3)
C25H23NO6 | the ωB97M-V functional and the def2-TZVPD basis

Computed properties:
* SMILES string: COc1ccc(OC)c(/C=C/C(=O)OCC(=O)Nc2cccc(Oc3ccccc3)c2)c1
* Kohn-Sham gap: 0.287 Eh
* ΔE to the lowest compared entry with this formula, charge and spin: 2.510 eV

Geometry (Å):
C 6.196 1.386 2.698
O 4.934 1.772 2.210
C 4.442 1.141 1.107
C 5.087 0.125 0.411
C 4.491 -0.448 -0.702
C 3.245 -0.031 -1.146
O 2.605 -0.547 -2.225
C 3.212 -1.591 -2.947
C 2.578 1.005 -0.446
C 1.274 1.415 -0.904
C 0.479 2.371 -0.394
C -0.849 2.561 -0.961
O -1.275 1.987 -1.947
O -1.594 3.413 -0.236
C -2.953 3.613 -0.621
C -3.853 2.522 -0.005
O -4.701 2.771 0.819
N -3.539 1.295 -0.485
C -3.838 0.052 0.083
C -4.949 -0.174 0.887
C -5.145 -1.433 1.428
C -4.240 -2.456 1.208
C -3.118 -2.219 0.420
O -2.247 -3.258 0.204
C -0.897 -3.032 0.214
C -0.294 -1.992 0.916
C 1.084 -1.884 0.938
C 1.872 -2.808 0.273
C 1.273 -3.844 -0.423
C -0.103 -3.958 -0.458
C -2.934 -0.976 -0.166
C 3.194 1.568 0.666
H 6.381 2.017 3.565
H 6.983 1.553 1.955
H 6.204 0.336 3.008
H 6.055 -0.236 0.720
H 5.023 -1.232 -1.216
H 2.514 -1.836 -3.746
H 3.366 -2.474 -2.321
H 4.166 -1.276 -3.384
H 0.896 0.867 -1.758
H 0.729 2.986 0.454
H -3.038 3.600 -1.713
H -3.241 4.585 -0.221
H -2.823 1.262 -1.208
H -5.636 0.631 1.087
H -6.012 -1.615 2.044
H -4.381 -3.433 1.640
H -0.901 -1.281 1.457
H 1.545 -1.075 1.485
H 2.948 -2.721 0.311
H 1.879 -4.573 -0.942
H -0.584 -4.764 -0.990
H -2.076 -0.798 -0.800
H 2.708 2.355 1.218

=====

(4)
C51H53BMnN8SSb | the ωB97M-V functional and the def2-TZVPD basis

Computed properties:
* 2S+1: 4
* Kohn-Sham gap (spin up / spin down): 0.178 / 0.248 Eh
* charge: +3

Geometry (Å):
Mn -1.315 0.230 -0.170
C -3.864 0.679 4.620
C -3.029 0.021 3.594
C -2.388 -1.210 3.689
C -1.746 -1.407 2.471
N -1.978 -0.340 1.673
N -2.756 0.516 2.377
B -3.142 1.874 1.787
N -1.835 2.618 1.468
N -0.945 2.180 0.544
C 0.014 3.146 0.433
C -0.271 4.159 1.349
C -1.448 3.799 1.981
C -2.183 4.552 3.017
C 1.115 3.215 -0.526
C 1.625 2.089 -1.168
C 2.644 2.181 -2.098
C 3.201 3.415 -2.394
C 2.723 4.547 -1.751
C 1.690 4.455 -0.836
N -3.860 1.565 0.470
N -3.274 0.804 -0.491
C -4.218 0.574 -1.435
C -5.402 1.192 -1.055
C -5.138 1.825 0.155
C -6.059 2.667 0.945
C -4.090 -0.148 -2.718
C -4.426 -1.501 -2.820
C -4.433 -2.123 -4.058
C -4.118 -1.408 -5.203
C -3.805 -0.060 -5.113
C -3.795 0.570 -3.878
C -0.936 -2.601 2.199
C 0.164 -2.839 3.032
C 0.882 -4.014 2.929
C 0.531 -4.961 1.979
C -0.572 -4.747 1.165
C -1.319 -3.589 1.289
H -3.916 0.042 5.498
H -4.877 0.844 4.258
H -3.451 1.642 4.912
H -2.404 -1.885 4.521
H -3.821 2.481 2.519
H 0.303 5.039 1.547
H -1.628 5.443 3.288
H -2.330 3.951 3.911
H -3.162 4.859 2.656
H 1.214 1.124 -0.913
H 2.998 1.289 -2.598
H 3.991 3.491 -3.125
H 3.156 5.510 -1.978
H 1.324 5.357 -0.375
H -6.333 1.174 -1.584
H -6.996 2.790 0.408
H -5.627 3.649 1.125
H -6.279 2.216 1.910
H -4.743 -2.045 -1.941
H -4.720 -3.158 -4.139
H -4.150 -1.888 -6.168
H -3.591 0.505 -6.006
H -3.609 1.636 -3.820
H 0.424 -2.100 3.776
H 1.702 -4.207 3.601
H 1.089 -5.882 1.900
H -0.869 -5.506 0.456
H -2.253 -3.500 0.749
N -1.702 -1.587 -1.277
C -0.845 -2.057 -2.382
C -0.804 -1.088 -3.558
C -0.170 0.253 -3.214
N -0.943 0.979 -2.184
H -1.676 -2.318 -0.559
H -2.661 -1.576 -1.651
H -1.230 -3.018 -2.744
H 0.164 -2.226 -1.997
H -1.811 -0.923 -3.938
H -0.224 -1.550 -4.356
H -0.132 0.859 -4.126
H 0.851 0.095 -2.859
H -1.863 1.160 -2.600
H -0.500 1.896 -2.080
S 0.655 -0.807 0.362
Sb 3.052 -0.718 0.474
C 3.628 1.282 1.061
C 4.657 1.931 0.404
C 5.075 3.169 0.863
C 4.473 3.738 1.975
C 3.436 3.080 2.618
C 3.004 1.845 2.160
C 3.521 -1.532 -1.472
C 2.931 -2.755 -1.765
C 3.238 -3.390 -2.956
C 4.130 -2.805 -3.843
C 4.718 -1.589 -3.539
C 4.421 -0.948 -2.346
C 3.743 -2.241 1.829
C 3.510 -2.172 3.193
C 4.043 -3.157 4.012
C 4.813 -4.176 3.473
C 5.069 -4.209 2.111
C 4.531 -3.240 1.281
H 5.145 1.483 -0.448
H 5.881 3.681 0.359
H 4.823 4.689 2.349
H 2.971 3.519 3.490
H 2.192 1.328 2.659
H 2.255 -3.217 -1.052
H 2.794 -4.347 -3.185
H 4.383 -3.306 -4.763
H 5.421 -1.138 -4.222
H 4.910 -0.016 -2.105
H 2.920 -1.369 3.615
H 3.858 -3.121 5.075
H 5.217 -4.944 4.114
H 5.696 -4.981 1.691
H 4.747 -3.262 0.221

=====

(5)
C27H61BrN3O8P2S2 | the ωB97M-V functional and the def2-TZVPD basis

Computed properties:
* Kohn-Sham gap: 0.298 Eh
* charge: +1

Geometry (Å):
C -1.115 -3.933 -1.088
C -0.068 -2.969 -1.686
C -0.595 -1.549 -2.098
Br -2.408 -1.246 -1.385
N 0.324 -0.444 -1.723
C 1.661 -0.506 -2.355
C 2.607 0.200 -1.337
N 1.998 1.453 -0.805
C 0.959 1.959 -1.714
C -0.223 0.950 -1.916
C -0.813 1.246 -3.309
C -1.935 2.347 -3.133
C -3.314 1.779 -3.572
S -3.289 1.469 -5.374
C -3.977 -0.208 -5.608
S -5.562 -0.357 -5.924
N -3.036 -1.249 -5.510
C -3.663 -2.582 -5.490
C -4.388 -2.896 -4.148
C -2.108 -1.210 -6.667
C -0.702 -1.815 -6.380
H -1.958 -4.109 -1.768
H -0.614 -4.913 -0.999
H -1.431 -3.659 -0.076
H 0.278 -3.450 -2.616
H 0.828 -2.914 -1.042
H -0.740 -1.582 -3.184
H 0.494 -0.549 -0.713
H 2.054 -1.524 -2.468
H 1.690 -0.051 -3.353
H 3.622 0.332 -1.736
H 2.662 -0.501 -0.481
H 2.726 2.162 -0.805
H 0.516 2.911 -1.390
H 1.456 2.189 -2.679
H -0.911 1.141 -1.083
H -1.318 0.399 -3.793
H -0.071 1.692 -3.983
H -2.034 2.633 -2.075
H -1.730 3.213 -3.774
H -4.087 2.520 -3.313
H -3.582 0.869 -3.018
H -4.324 -2.767 -6.354
H -2.844 -3.317 -5.568
H -4.159 -2.139 -3.387
H -4.018 -3.866 -3.777
H -5.469 -2.993 -4.296
H -2.567 -1.823 -7.465
H -1.991 -0.204 -7.088
H -0.610 -2.772 -6.916
H 0.042 -1.147 -6.839
H -0.487 -1.967 -5.314
O -2.144 2.842 3.842
P -3.603 2.605 3.573
O -4.053 1.761 4.902
C -4.123 2.443 6.159
C -5.320 3.374 6.231
O -3.420 1.380 2.472
C -2.270 1.328 1.642
C -1.297 0.283 2.157
O -5.148 2.866 3.059
C -5.986 1.875 2.454
C -6.362 0.719 3.355
H -3.194 2.993 6.336
H -4.206 1.676 6.929
H -5.222 4.194 5.515
H -5.413 3.802 7.229
H -6.240 2.842 5.988
H -1.795 2.308 1.567
H -2.601 1.053 0.635
H -1.107 0.404 3.223
H -0.342 0.340 1.623
H -1.712 -0.719 2.024
H -5.553 1.525 1.517
H -6.899 2.407 2.180
H -5.510 0.067 3.545
H -7.140 0.119 2.880
H -6.731 1.074 4.316
O 6.859 -0.110 0.766
P 6.230 -0.661 2.017
O 5.809 0.720 2.803
C 4.748 1.505 2.274
C 3.395 0.853 2.492
O 7.612 -1.066 2.810
C 8.785 -1.455 2.086
C 9.783 -0.314 2.049
O 5.342 -1.638 3.009
C 5.712 -1.988 4.350
C 5.747 -0.834 5.326
H 4.920 1.690 1.207
H 4.780 2.467 2.786
H 3.317 -0.080 1.924
H 2.592 1.519 2.170
H 3.246 0.603 3.542
H 8.532 -1.791 1.081
H 9.222 -2.308 2.609
H 9.315 0.616 1.727
H 10.609 -0.542 1.374
H 10.188 -0.133 3.046
H 6.649 -2.543 4.357
H 4.946 -2.693 4.680
H 6.589 -0.171 5.130
H 5.854 -1.214 6.343
H 4.834 -0.241 5.268

=====

These records have maximum force values of 5.966; 7.574; 0.880; 1.635; 7.714 eV Å⁻¹, in the order they appear.